This record from the Open Molecules 2025 dataset describes a structure of composition C25H43BCl2F10MgN4O13 in a non-equilibrium geometry. The level of theory is wB97M-V/def2-TZVPD.

```
! wB97M-V def2-TZVPD RIJCOSX def2/J DEFGRID3
* xyz 0 1
C 3.437 2.393 -2.491
C 2.013 2.369 -1.919
O 1.228 3.610 -2.261
C -0.007 3.219 -2.511
C -0.826 2.663 -1.457
N -2.048 2.249 -1.500
N -2.534 2.348 -2.731
C -3.927 1.873 -2.795
F -4.048 0.741 -3.588
F -4.786 2.850 -3.163
C -4.401 1.473 -1.351
F -3.883 0.313 -0.955
F -5.775 1.242 -1.506
C -1.919 2.796 -3.825
Cl -2.727 2.792 -5.392
C -0.599 3.301 -3.819
H 3.432 2.709 -3.555
H 4.124 3.028 -1.899
H 3.840 1.364 -2.412
H 1.474 1.531 -2.423
H 1.955 2.184 -0.820
H -0.349 2.570 -0.462
H -4.299 2.343 -0.632
H -0.082 3.685 -4.702
O 1.314 -1.212 -4.454
C 0.326 -1.680 -4.960
O -0.616 -0.851 -5.453
C -1.744 -1.283 -6.225
C -2.867 -1.743 -5.323
C 0.080 -3.164 -4.975
H -1.456 -2.041 -6.955
H -2.065 -0.411 -6.799
H -2.577 -2.600 -4.716
H -3.745 -2.020 -5.912
H -3.144 -0.949 -4.630
H -0.329 -3.468 -4.009
H 1.033 -3.667 -5.137
H -0.585 -3.496 -5.769
F -2.936 -3.425 -3.026
C -0.108 5.536 0.547
C 0.667 4.857 1.639
O 1.812 5.680 1.766
C 1.416 6.937 1.401
O 2.027 7.924 1.633
O 0.224 6.907 0.740
F 1.062 3.611 1.260
H 0.212 5.223 -0.450
H -1.183 5.377 0.638
H 0.145 4.801 2.596
C -8.212 5.023 0.387
C -7.141 3.995 0.664
O -5.968 4.248 0.515
C -7.591 2.636 1.137
H -7.745 5.950 0.056
H -8.878 4.664 -0.400
H -8.781 5.222 1.297
H -8.230 2.171 0.383
H -8.132 2.730 2.080
H -6.718 2.003 1.298
Mg -5.910 0.694 -4.818
C 2.127 -0.047 2.174
C 2.790 0.712 1.097
N 3.327 1.302 0.273
H 2.282 0.450 3.129
H 1.056 -0.118 1.980
H 2.543 -1.051 2.225
O -0.947 -4.860 -1.790
H -1.403 -4.289 -1.153
B 0.529 -2.647 4.581
F 0.095 -3.992 4.536
F 0.519 -2.189 5.911
F 1.871 -2.569 4.063
F -0.313 -1.848 3.796
C 6.190 -5.036 5.300
N 6.235 -5.319 3.819
C 7.348 -6.295 3.568
C 6.525 -4.051 3.079
C 4.939 -5.960 3.338
C 3.710 -5.088 3.474
O 3.489 -4.758 4.824
H 7.209 -4.832 5.633
H 5.581 -4.158 5.479
H 5.795 -5.909 5.811
H 8.283 -5.848 3.899
H 7.388 -6.506 2.501
H 7.142 -7.204 4.131
H 5.754 -3.321 3.312
H 6.537 -4.269 2.012
H 7.495 -3.678 3.403
H 4.820 -6.874 3.922
H 5.089 -6.223 2.290
H 2.842 -5.642 3.103
H 3.796 -4.170 2.883
H 2.688 -4.208 4.856
O -4.297 1.558 2.847
Cl -3.199 2.178 2.158
O -2.083 1.272 2.076
O -2.804 3.388 2.837
O -3.623 2.518 0.802
*
```

The frontier orbital gap is 2.0 eV. The LUMO energy is -5.4 eV. The calculation puts the electronic energy at -4318.948090 Eh. For the largest force on an atom, the calculation gives 3.0 eV/Å.